Record 1
Computed, not measured: C78H75F6N8OTl as an isolated structure, with ωB97M-V with the def2-TZVPD basis set.

Computed properties:
gap between HOMO and LUMO: 1.029 eV
net charge: +2
LUMO energy: -7.42 eV
HOMO level: -8.5 eV
spin multiplicity: 1

Structure (XYZ):
```
169
C78H75F6N8OTl | the Open Molecules 2025 dataset | ωB97M-V with the def2-TZVPD basis set
Tl 13.356 -16.160 16.519
C 9.058 -18.027 16.772
C 9.954 -16.918 17.000
O 10.995 -16.807 16.344
H 8.573 -18.347 17.679
H 9.436 -18.915 16.169
H 8.407 -17.525 16.051
H 9.629 -16.108 17.759
H 3.121 -8.627 10.778
F 12.364 -20.390 14.802
C 13.285 -21.344 14.850
C 14.564 -20.940 14.569
C 15.636 -21.780 14.672
C 15.380 -23.060 15.022
C 14.082 -23.509 15.216
C 12.984 -22.696 15.084
H 14.655 -19.927 14.172
H 16.644 -21.436 14.525
H 16.236 -23.698 15.161
H 13.966 -24.573 15.352
H 11.973 -23.063 15.323
F 2.482 -16.322 19.155
C 3.417 -15.753 18.373
C 4.556 -15.179 18.978
C 5.580 -14.711 18.140
C 5.427 -14.840 16.742
C 4.267 -15.301 16.172
C 3.238 -15.735 16.996
H 4.700 -15.167 20.056
H 6.554 -14.398 18.514
H 6.276 -14.636 16.113
H 4.206 -15.284 15.135
H 2.388 -16.130 16.480
F 7.694 -25.210 14.370
C 8.156 -24.416 13.410
C 7.293 -23.933 12.432
C 7.834 -23.241 11.318
C 9.228 -23.173 11.129
C 10.071 -23.679 12.109
C 9.520 -24.211 13.298
H 6.217 -24.099 12.618
H 7.154 -22.881 10.530
H 9.599 -22.667 10.230
H 11.174 -23.798 11.993
H 10.113 -24.761 14.018
F 8.182 -15.205 19.763
C 8.206 -16.284 20.563
C 9.111 -16.360 21.585
C 9.129 -17.535 22.390
C 8.194 -18.484 22.169
C 7.333 -18.430 21.082
C 7.327 -17.310 20.287
H 9.756 -15.551 21.825
H 9.803 -17.593 23.235
H 8.155 -19.370 22.787
H 6.658 -19.339 20.896
H 6.584 -17.298 19.510
F 5.115 -20.100 12.019
C 6.320 -20.241 12.534
C 7.463 -19.986 11.790
C 8.758 -20.088 12.306
C 8.881 -20.462 13.633
C 7.736 -20.642 14.393
C 6.424 -20.551 13.866
H 7.379 -19.627 10.786
H 9.569 -19.908 11.669
H 9.834 -20.584 14.143
H 7.852 -20.845 15.454
H 5.555 -20.866 14.438
F 9.081 -23.585 21.557
C 9.182 -23.373 20.204
C 8.654 -24.401 19.359
C 8.816 -24.154 18.003
C 9.395 -22.950 17.575
C 9.900 -21.984 18.403
C 9.854 -22.245 19.761
H 8.366 -25.329 19.787
H 8.606 -24.876 17.274
H 9.454 -22.820 16.490
H 10.258 -21.064 17.923
H 10.217 -21.550 20.506
N 15.631 -16.357 17.513
C 15.997 -16.776 18.761
C 17.304 -17.101 19.104
C 18.288 -17.016 18.145
C 17.974 -16.502 16.874
C 16.628 -16.192 16.639
H 15.207 -16.923 19.439
H 17.566 -17.427 20.097
H 19.285 -17.445 18.367
H 18.711 -16.381 16.079
H 16.270 -15.735 15.718
N 13.178 -17.126 14.311
C 12.219 -17.951 13.919
C 11.994 -18.257 12.589
C 12.854 -17.687 11.633
C 14.004 -16.995 12.038
C 14.084 -16.669 13.385
H 11.576 -18.438 14.644
H 11.211 -18.980 12.327
H 12.702 -18.033 10.574
H 14.772 -16.539 11.364
H 14.956 -16.126 13.747
N 7.586 -15.656 14.183
C 7.631 -14.617 13.360
C 6.910 -14.541 12.170
C 6.092 -15.620 11.812
C 6.030 -16.705 12.661
C 6.791 -16.679 13.825
H 8.182 -13.729 13.650
H 6.921 -13.658 11.475
H 5.531 -15.600 10.888
H 5.456 -17.558 12.384
H 6.747 -17.598 14.426
N 13.109 -14.454 18.287
C 11.905 -13.880 18.159
C 11.602 -12.653 18.702
C 12.648 -11.944 19.325
C 13.870 -12.627 19.471
C 14.039 -13.904 19.035
H 11.163 -14.423 17.577
H 10.685 -12.045 18.609
H 12.474 -10.915 19.665
H 14.725 -12.091 19.946
H 15.006 -14.368 19.208
N 6.159 -20.034 17.483
C 5.127 -19.273 17.751
C 4.148 -19.631 18.629
C 4.301 -20.818 19.351
C 5.373 -21.646 19.107
C 6.233 -21.231 18.095
H 5.116 -18.244 17.299
H 3.252 -19.018 18.646
H 3.500 -21.166 19.992
H 5.448 -22.604 19.607
H 6.908 -21.966 17.705
N 13.055 -18.152 17.913
C 13.909 -19.216 17.715
C 13.940 -20.315 18.525
C 13.019 -20.376 19.639
C 12.186 -19.223 19.919
C 12.208 -18.194 18.943
H 14.567 -19.125 16.905
H 14.567 -21.168 18.241
H 12.974 -21.255 20.295
H 11.393 -19.240 20.644
H 11.566 -17.317 19.012
N 9.033 -10.457 18.724
C 7.960 -11.109 18.355
C 6.754 -10.563 17.950
C 6.664 -9.182 17.845
C 7.760 -8.472 18.247
C 8.893 -9.098 18.730
H 8.015 -12.189 18.315
H 5.875 -11.161 17.705
H 5.729 -8.718 17.542
H 7.665 -7.396 18.425
H 9.766 -8.563 19.058
N 13.550 -14.149 15.464
C 14.579 -13.308 15.798
C 14.802 -12.182 15.020
C 13.986 -11.985 13.877
C 12.853 -12.796 13.708
C 12.760 -13.960 14.423
H 15.115 -13.587 16.676
H 15.578 -11.450 15.196
H 14.245 -11.195 13.211
H 12.162 -12.566 12.921
H 12.038 -14.764 14.272
```



Record 2
Computed, not measured: a 11-piece molecular cluster, C79H182BrN10O2 overall, with ωB97M-V with the def2-TZVPD basis set.

Computed properties:
gap between HOMO and LUMO (alpha / beta): 6.611 / 2.792 eV
net charge: +10
LUMO energy (alpha / beta): -18.06 / -21.88 eV
HOMO level (alpha / beta): -24.7 / -24.7 eV
spin multiplicity: 2

Structure (XYZ):
```
274
C79H182BrN10O2 | the Open Molecules 2025 dataset | ωB97M-V with the def2-TZVPD basis set
C 0.830 -0.368 -2.543
C -0.188 -0.159 -1.419
C 0.231 -0.784 0.009
N -0.849 -1.231 0.958
C -1.743 -2.441 0.501
C -0.187 -1.552 2.319
C -0.233 -0.227 3.188
C -1.571 0.319 2.789
C -1.677 0.080 1.305
H 0.881 -1.436 -2.756
H 1.798 -0.002 -2.202
H 0.689 0.273 -3.413
H -1.061 -0.574 -1.924
H -0.278 0.909 -1.226
H 0.921 -0.147 0.562
H 0.704 -1.750 -0.166
H -2.422 -1.960 -0.203
H -2.330 -2.837 1.330
H -1.127 -3.284 0.187
H -0.628 -2.397 2.848
H 0.869 -1.817 2.285
H -0.003 -0.529 4.209
H 0.583 0.463 2.976
H -2.409 -0.234 3.212
H -1.684 1.387 2.971
H -2.715 0.015 0.978
H -1.173 0.949 0.883
C -0.132 -5.454 4.303
C -0.298 -4.575 5.517
C -1.762 -4.394 6.002
N -1.966 -3.224 7.072
C -0.980 -3.216 8.198
C -3.411 -3.298 7.628
C -4.035 -1.918 7.393
C -2.943 -0.988 7.100
C -1.964 -1.868 6.404
H -0.747 -4.995 3.530
H -0.517 -6.415 4.644
H 0.878 -5.681 3.961
H 0.114 -3.594 5.282
H 0.309 -5.071 6.274
H -2.065 -5.318 6.495
H -2.553 -4.213 5.274
H -1.000 -2.331 8.833
H 0.035 -3.094 7.822
H -1.057 -4.137 8.776
H -3.323 -3.576 8.679
H -4.100 -3.899 7.035
H -4.485 -1.635 8.344
H -4.762 -1.927 6.580
H -2.345 -0.780 7.987
H -3.137 -0.115 6.476
H -0.964 -1.472 6.228
H -2.389 -1.967 5.405
C 3.091 -3.622 -2.902
C 2.408 -3.802 -4.243
C 3.097 -2.794 -5.257
N 2.607 -2.989 -6.704
C 1.147 -2.558 -7.015
C 2.872 -4.430 -7.167
C 3.422 -4.260 -8.597
C 4.490 -3.190 -8.360
C 3.572 -2.189 -7.654
H 3.121 -4.631 -2.491
H 2.505 -3.044 -2.188
H 4.030 -3.129 -3.155
H 1.383 -3.505 -4.020
H 2.429 -4.876 -4.423
H 4.160 -3.032 -5.251
H 2.904 -1.750 -5.008
H 1.257 -1.479 -7.127
H 0.568 -2.673 -6.098
H 0.630 -2.929 -7.899
H 2.014 -5.084 -7.320
H 3.656 -4.930 -6.597
H 2.782 -3.928 -9.415
H 4.035 -5.137 -8.803
H 4.984 -2.889 -9.284
H 5.201 -3.595 -7.641
H 2.936 -1.822 -8.459
H 4.220 -1.521 -7.086
C -7.279 2.296 0.028
N -6.296 2.208 1.213
C -5.545 0.854 1.211
C -5.299 3.359 0.920
C -6.991 2.287 2.598
C -6.055 2.245 3.860
O -5.026 3.247 3.893
H -8.026 1.509 0.133
H -6.743 2.281 -0.920
H -7.823 3.240 0.063
H -6.417 0.200 1.205
H -4.818 0.752 2.016
H -5.130 0.675 0.219
H -4.387 3.184 1.490
H -5.780 4.288 1.228
H -4.951 3.352 -0.113
H -7.619 1.399 2.673
H -7.581 3.202 2.563
H -5.687 1.261 4.148
H -6.689 2.569 4.686
H -4.595 3.146 4.745
C -0.241 3.080 -3.539
N 0.285 4.548 -3.191
C 1.821 4.437 -3.033
C -0.105 5.498 -4.298
C -0.323 5.039 -1.840
C -1.659 4.407 -1.552
O -2.554 4.715 -2.660
H 0.341 2.696 -4.378
H -1.264 3.180 -3.902
H -0.126 2.354 -2.734
H 1.861 3.774 -2.169
H 2.232 5.424 -2.822
H 2.144 4.024 -3.989
H 0.282 6.482 -4.035
H -1.168 5.442 -4.532
H 0.497 5.262 -5.175
H -0.515 6.093 -2.041
H 0.307 4.662 -1.034
H -2.158 4.862 -0.697
H -1.485 3.354 -1.331
H -2.944 3.846 -2.782
C -3.717 1.776 -11.099
C -5.020 2.290 -10.455
C -4.646 2.582 -8.925
C -4.653 1.309 -8.045
N -3.564 1.346 -6.987
C -2.103 1.245 -7.545
C -1.315 0.702 -6.301
C -2.247 -0.174 -5.518
C -3.613 0.106 -6.069
C -3.711 2.612 -6.228
H -2.859 2.449 -11.100
H -3.971 1.610 -12.146
H -3.547 0.846 -10.556
H -5.785 1.526 -10.595
H -5.218 3.226 -10.978
H -5.334 3.372 -8.625
H -3.677 3.082 -8.912
H -4.602 0.359 -8.577
H -5.608 1.226 -7.527
H -1.779 2.264 -7.755
H -2.343 0.526 -8.328
H -0.679 1.251 -5.606
H -0.487 0.242 -6.840
H -2.265 -0.195 -4.429
H -2.139 -1.237 -5.733
H -4.259 0.306 -5.214
H -4.163 -0.672 -6.599
H -4.728 2.532 -5.842
H -3.505 3.479 -6.856
H -3.119 2.737 -5.322
C 10.866 2.810 -5.206
C 10.412 1.497 -4.464
C 9.005 1.135 -4.926
C 7.987 2.135 -4.266
N 6.617 1.442 -4.069
C 6.596 0.074 -3.234
C 5.266 0.079 -2.529
C 4.680 1.490 -2.624
C 5.677 2.370 -3.272
C 6.195 1.058 -5.519
H 10.265 3.707 -5.057
H 10.636 2.612 -6.253
H 11.951 2.889 -5.151
H 10.484 1.599 -3.381
H 11.148 0.751 -4.765
H 8.798 0.207 -4.393
H 9.049 0.998 -6.006
H 7.729 2.889 -5.011
H 8.357 2.547 -3.327
H 6.716 -0.792 -3.885
H 7.399 0.187 -2.506
H 4.569 -0.559 -3.072
H 5.227 -0.374 -1.539
H 3.901 1.359 -3.375
H 4.241 1.938 -1.733
H 5.146 2.992 -3.992
H 6.329 2.840 -2.536
H 6.853 0.376 -6.058
H 5.976 1.977 -6.063
H 5.258 0.518 -5.384
C -8.057 -8.030 0.759
C -6.791 -7.397 1.133
C -6.583 -5.929 0.636
C -6.443 -5.789 -0.848
N -5.761 -4.498 -1.355
C -5.947 -4.409 -2.928
C -5.854 -2.921 -3.231
C -6.279 -2.198 -1.897
C -6.432 -3.191 -0.834
C -4.220 -4.453 -1.019
H -8.236 -9.016 1.188
H -8.266 -8.164 -0.302
H -8.899 -7.449 1.136
H -5.923 -8.045 1.012
H -6.715 -7.244 2.209
H -5.648 -5.553 1.054
H -7.427 -5.306 0.931
H -7.437 -5.870 -1.287
H -5.941 -6.668 -1.252
H -5.202 -5.046 -3.405
H -6.993 -4.630 -3.141
H -4.823 -2.663 -3.475
H -6.557 -2.586 -3.993
H -5.629 -1.330 -1.783
H -7.278 -1.798 -2.072
H -6.000 -2.816 0.093
H -7.430 -3.615 -0.720
H -3.665 -3.593 -1.392
H -3.729 -5.382 -1.309
H -4.234 -4.489 0.070
C 4.498 0.981 1.170
C 4.143 -0.228 1.994
C 4.631 -0.296 3.495
C 6.131 -0.163 3.717
N 6.502 0.133 5.179
C 5.834 1.361 5.765
C 6.479 1.668 7.079
C 7.919 1.584 6.580
C 7.989 0.535 5.382
C 6.099 -1.085 6.107
H 5.385 0.919 0.539
H 4.465 1.864 1.808
H 3.686 1.085 0.450
H 4.412 -1.214 1.617
H 3.067 -0.366 1.889
H 4.205 -1.254 3.793
H 3.971 0.347 4.077
H 6.569 0.696 3.210
H 6.619 -1.043 3.298
H 4.756 1.237 5.876
H 5.942 2.240 5.129
H 6.296 0.978 7.902
H 6.270 2.674 7.443
H 8.387 1.281 7.517
H 8.405 2.558 6.521
H 8.611 -0.317 5.654
H 8.333 1.075 4.500
H 6.214 -1.994 5.516
H 5.088 -1.049 6.510
H 6.881 -1.231 6.853
C -1.238 6.518 10.108
C 0.273 6.184 9.930
C 0.358 4.701 9.583
C 0.035 4.151 8.128
N 0.617 2.733 7.797
C 2.145 2.854 7.571
C 2.327 3.017 6.021
C 1.179 2.179 5.461
C -0.005 2.281 6.386
C 0.217 1.796 8.935
H -1.666 5.907 10.903
H -1.604 6.320 9.101
H -1.521 7.561 10.255
H 0.912 6.332 10.801
H 0.784 6.777 9.173
H -0.356 4.040 10.075
H 1.304 4.400 10.034
H 0.251 4.900 7.367
H -1.052 4.066 8.105
H 2.393 1.895 8.025
H 2.599 3.614 8.208
H 3.373 2.798 5.803
H 2.060 4.015 5.673
H 1.380 1.122 5.287
H 1.029 2.598 4.466
H -0.493 1.348 6.666
H -0.700 3.054 6.059
H 0.345 0.731 8.741
H -0.858 1.885 9.091
H 0.618 1.981 9.932
Br -4.405 -2.581 3.212
```



Number 1: energy -117045.8627 eV. Number 2: energy -173774.5382 eV.